The molecule C4H5N3 at a distorted geometry. Source: the OMol25 dataset; level of theory: wB97M-V/def2-TZVPD.

Its HOMO energy is -9.7 eV. The LUMO energy is 0.7290 eV. As for the frontier orbital gap: 10.5 eV.

```
! RIJCOSX wB97M-V def2-TZVPD def2/J DEFGRID3
* xyz 0 1
N -0.83249 -2.66076 0.52976
C -0.55644 -1.63722 0.06279
C -0.21424 -0.36801 -0.70648
C -0.94158 0.81441 -0.02716
N -0.00829 1.35008 0.95196
C 1.09277 0.74478 0.76138
N 1.17766 -0.05120 -0.41614
H -0.41900 -0.38292 -1.80317
H -1.22996 1.58589 -0.73633
H -1.83695 0.45586 0.47485
H 1.95390 0.99201 1.38395
H 1.79452 -0.85812 -0.50420
*
```

---

The molecule C2HCl3OS at a distorted geometry. Source: the OMol25 dataset; level of theory: wB97M-V/def2-TZVPD.

Its HOMO energy (alpha / beta) is -8.8 / -9.5 eV. The LUMO energy (alpha / beta) is -1.6631 / -1.0739 eV. As for the frontier orbital gap (alpha / beta): 7.2 / 8.4 eV.

```
! RIJCOSX wB97M-V def2-TZVPD def2/J DEFGRID3
* xyz 0 1
C -0.13588 0.50628 0.33687
C -0.61932 0.07598 -1.33639
O 0.59307 0.04488 2.66138
S 0.27220 -0.76529 1.47717
Cl -1.20355 1.31175 -2.29374
Cl -0.60818 -1.47580 -1.91710
Cl 2.05691 -1.16774 0.30688
H -0.35524 1.46993 0.76492
*
```

---

no.,electronic energy (eV)
1,-8698.29057
2,-52535.77647